No. 1
This record from OMol25 describes an isolated ion of composition C3H5N2O2 and charge +1. The level of theory is wB97M-V/def2-TZVPD.

Calculated values
LUMO (spin up / spin down), eV: -4.93 / -4.43
HOMO level (spin up / spin down), eV: -12.0 / -12.9

ORCA input file:
```
! RIJCOSX wB97M-V def2-TZVPD def2/J DEFGRID3
* xyz 1 1
C -0.1271 -0.7389 1.2599
C 2.2194 -1.2010 1.7065
C -0.4300 -0.0380 -0.9270
N 1.2175 -0.7798 1.1733
N -1.1699 1.1712 -1.5296
O 3.1938 -1.6415 2.1155
O -0.8591 -0.1849 0.3310
H -0.6653 -0.8882 2.0838
H 0.5902 0.0337 -1.2842
H -1.0180 2.0564 -1.1075
H -2.0880 1.0794 -1.3101
H -0.8636 1.1316 -2.5115
*
```


No. 2
This record from OMol25 describes an isolated ion of composition C3H5N2O2 and charge +1. The level of theory is wB97M-V/def2-TZVPD.

Calculated values
LUMO (spin up / spin down), eV: -7.24 / -7.15
HOMO level (spin up / spin down), eV: -15.6 / -15.5

ORCA input file:
```
! RIJCOSX wB97M-V def2-TZVPD def2/J DEFGRID3
* xyz 1 1
C 0.8690 -0.4928 0.0926
C 2.1208 0.1699 -0.2481
C -1.5732 0.3271 0.3616
N -0.5848 1.0711 -0.3054
N 0.0209 -1.4072 -0.0671
O 3.0964 0.4728 0.3342
O -1.3531 -1.0774 0.0563
H 1.7562 0.6004 -1.1389
H -1.7425 0.4879 1.4604
H -2.5109 0.4460 -0.2692
H -0.2485 1.8630 0.1435
H 0.1497 -2.4608 -0.4198
*
```


No. 3
This record from OMol25 describes an isolated ion of composition C3H5N2O3S and charge -1. The level of theory is wB97M-V/def2-TZVPD.

Calculated values
LUMO, eV: 3.92
SMILES string: O=S(=O)([O-])[C@@H]1CCN=N1
HOMO level, eV: -5.2

ORCA input file:
```
! RIJCOSX wB97M-V def2-TZVPD def2/J DEFGRID3
* xyz -1 1
O 1.7560 -1.3709 0.1779
S 1.5135 -0.4440 -0.9619
O 1.5194 -1.2286 -2.1890
O 2.2404 0.8124 -0.8458
C -0.3241 0.3166 -0.8710
C -0.3054 0.9428 0.5411
C -0.8559 -0.3208 1.2602
N -1.4850 -1.1863 0.2685
N -1.2229 -0.7130 -0.8268
H -0.5470 1.0231 -1.6433
H 0.6159 1.2900 0.8470
H -1.0192 1.6914 0.3829
H -0.1772 -0.6948 2.0110
H -1.7084 -0.1179 1.8490
*
```


No. 4
This record from OMol25 describes an isolated molecule of C3H5N2OP. The level of theory is wB97M-V/def2-TZVPD.

Calculated values
LUMO (spin up / spin down), eV: -0.09 / 0.15
SMILES string: Cn1cp[nH]c1=O
HOMO level (spin up / spin down), eV: -7.1 / -7.2

ORCA input file:
```
! RIJCOSX wB97M-V def2-TZVPD def2/J DEFGRID3
* xyz 0 1
C 1.5901 -0.1453 0.0132
N 0.1579 -0.2460 0.0163
C -0.5037 -1.3985 0.1350
P -2.6118 -0.8313 0.0596
N -1.9229 0.7152 -0.1236
C -0.5449 0.9075 -0.1244
O 0.0286 1.9833 -0.0701
H 2.0014 0.2593 -1.0059
H 2.0955 0.5751 0.7208
H 2.2482 -1.0231 0.2877
H -0.0626 -2.3768 0.1099
H -2.4759 1.5807 -0.0185
*
```


No. 5
This record from OMol25 describes a 2-piece molecular cluster, C3H5N2OS overall. The level of theory is wB97M-V/def2-TZVPD.

Calculated values
LUMO (spin up / spin down), eV: -4.30 / -5.68
HOMO level (spin up / spin down), eV: -13.0 / -14.4

ORCA input file:
```
! RIJCOSX wB97M-V def2-TZVPD def2/J DEFGRID3
* xyz 1 1
C 1.1139 0.2140 0.7749
C -0.8541 -0.8432 -0.0603
C -1.1559 0.3925 -0.7493
N 0.7410 1.3324 0.1815
N 0.2446 -0.7963 0.8060
O -0.5821 1.5767 -0.2940
S -2.5031 -0.4681 0.2357
H 2.1124 -0.0336 1.1678
H 0.5148 -2.6030 -1.5825
H -1.4837 0.5963 -1.8161
H 1.2518 2.2342 0.0576
H 0.6005 -1.6019 1.2787
*
```


No. 6
This record from OMol25 describes an isolated molecule of C3H5N2P. The level of theory is wB97M-V/def2-TZVPD.

Calculated values
LUMO (spin up / spin down), eV: -0.49 / -1.01
HOMO level (spin up / spin down), eV: -8.4 / -9.3

ORCA input file:
```
! RIJCOSX wB97M-V def2-TZVPD def2/J DEFGRID3
* xyz 0 1
C 2.0048 -0.1804 -0.9058
C 0.7078 -0.3521 0.9882
C -1.9662 0.4395 0.1494
N 1.1882 0.2915 -1.7354
N 1.6831 -0.7010 0.3161
P -0.3065 1.1561 0.6754
H 3.0125 -0.3306 -1.3382
H 0.5426 -1.1775 1.6513
H -2.7257 0.9988 0.7512
H -1.9714 -0.6580 0.4027
H -2.1692 0.5138 -0.9548
*
```


No. 7
This record from OMol25 describes C3H5N2S2 as an isolated structure. The level of theory is wB97M-V/def2-TZVPD.

Calculated values
LUMO, eV: -4.77
HOMO level, eV: -13.4

ORCA input file:
```
! RIJCOSX wB97M-V def2-TZVPD def2/J DEFGRID3
* xyz 1 1
C -0.9665 0.6788 0.1793
C 0.4940 -1.0788 -0.0327
C 1.1836 0.2716 -0.1303
N -0.8591 -0.6602 0.3822
N 0.1506 1.2842 0.2085
S -2.7110 0.9460 -0.0235
S -2.5019 -1.1219 0.0166
H 0.4927 -1.5631 -0.9138
H 0.9840 -1.7685 0.7365
H 1.8455 0.2691 0.7825
H 1.6160 0.5693 -1.0295
H 0.2720 2.1736 -0.1756
*
```


No. 8
This record from OMol25 describes an isolated molecule of C3H5N3. The level of theory is wB97M-V/def2-TZVPD.

Calculated values
LUMO, eV: 0.41
HOMO level, eV: -7.8

ORCA input file:
```
! RIJCOSX wB97M-V def2-TZVPD def2/J DEFGRID3
* xyz 0 1
C 0.8933 1.3832 -0.7336
C -0.1729 0.3715 0.0946
C -0.0494 -0.9643 0.1886
N -1.1566 -1.6078 0.8718
N -2.1312 -1.0579 1.3424
N -0.6090 1.5227 0.1961
H 0.7651 1.0593 -1.7652
H 1.8027 1.0150 -0.2518
H 0.8987 2.4694 -0.6693
H 0.7725 -1.5516 -0.1938
H -1.0131 -2.6395 0.9201
*
```


| no. | calculated total energy (eV) |
| --- | --- |
| 1 | -10256.300 |
| 2 | -10252.643 |
| 3 | -23149.700 |
| 4 | -17506.445 |
| 5 | -19040.738 |
| 6 | -15456.623 |
| 7 | -27834.085 |
| 8 | -7655.894 |